[1]
DFT (wB97M-V/def2-TZVPD) results for 12 unconnected molecules or ions with the total composition C48H84N12.

Positions of all 144 atoms, in Å:
C (-19.608, -17.033, 32.039)
C (-18.281, -16.673, 31.340)
C (-16.940, -17.183, 31.924)
C (-17.077, -18.473, 32.657)
N (-17.158, -19.487, 33.198)
H (-19.482, -17.971, 32.579)
H (-20.447, -17.105, 31.346)
H (-19.880, -16.368, 32.858)
H (-18.187, -15.610, 31.119)
H (-18.511, -17.086, 30.358)
H (-16.680, -16.479, 32.714)
H (-16.203, -17.187, 31.121)
C (-21.362, -19.019, 20.376)
C (-20.566, -17.734, 20.066)
C (-19.309, -17.514, 20.889)
C (-19.235, -18.120, 22.204)
N (-19.130, -18.542, 23.296)
H (-22.057, -18.938, 21.212)
H (-20.613, -19.806, 20.465)
H (-21.934, -19.390, 19.526)
H (-21.159, -16.822, 20.132)
H (-20.236, -17.735, 19.027)
H (-19.075, -16.452, 20.956)
H (-18.431, -17.934, 20.397)
C (-20.887, -22.314, 23.298)
C (-20.481, -23.733, 23.333)
C (-20.365, -24.460, 24.726)
C (-21.718, -24.599, 25.329)
N (-22.798, -24.709, 25.762)
H (-20.636, -21.866, 22.336)
H (-20.261, -21.773, 24.007)
H (-21.931, -22.122, 23.544)
H (-19.422, -23.687, 23.080)
H (-20.975, -24.374, 22.602)
H (-19.756, -23.846, 25.389)
H (-19.856, -25.424, 24.753)
C (-19.491, -13.746, 25.763)
C (-19.366, -13.770, 27.264)
C (-18.492, -14.852, 27.785)
C (-17.035, -14.649, 27.483)
N (-15.888, -14.563, 27.200)
H (-20.280, -13.063, 25.449)
H (-19.750, -14.753, 25.434)
H (-18.526, -13.471, 25.338)
H (-20.313, -13.797, 27.804)
H (-18.897, -12.840, 27.585)
H (-18.610, -15.820, 27.299)
H (-18.451, -14.727, 28.867)
C (-25.879, -16.933, 24.330)
C (-24.676, -16.522, 23.372)
C (-24.235, -15.148, 23.701)
C (-23.094, -14.624, 22.926)
N (-22.179, -14.289, 22.313)
H (-25.622, -16.871, 25.388)
H (-26.136, -17.983, 24.188)
H (-26.806, -16.380, 24.180)
H (-24.941, -16.447, 22.317)
H (-23.829, -17.205, 23.432)
H (-23.902, -15.082, 24.736)
H (-24.960, -14.337, 23.633)
C (-20.613, -19.494, 26.372)
C (-21.676, -18.436, 26.047)
C (-22.561, -18.118, 27.244)
C (-21.786, -17.120, 28.064)
N (-21.146, -16.379, 28.676)
H (-21.228, -20.389, 26.469)
H (-20.038, -19.462, 27.297)
H (-19.906, -19.642, 25.556)
H (-22.358, -18.742, 25.254)
H (-21.239, -17.526, 25.635)
H (-22.854, -18.913, 27.930)
H (-23.453, -17.525, 27.041)
C (-23.542, -22.030, 32.980)
C (-22.458, -21.945, 31.870)
C (-22.777, -21.036, 30.647)
C (-23.155, -19.618, 30.838)
N (-23.461, -18.493, 30.953)
H (-23.199, -22.290, 33.981)
H (-24.249, -22.815, 32.709)
H (-23.964, -21.031, 33.086)
H (-22.109, -22.930, 31.562)
H (-21.585, -21.513, 32.360)
H (-23.607, -21.501, 30.116)
H (-22.001, -21.083, 29.882)
C (-23.325, -15.051, 32.712)
C (-22.639, -13.804, 32.183)
C (-21.921, -14.027, 30.801)
C (-21.788, -12.833, 29.922)
N (-21.714, -11.915, 29.200)
H (-22.542, -15.790, 32.881)
H (-24.105, -15.441, 32.059)
H (-23.740, -15.034, 33.720)
H (-21.893, -13.357, 32.841)
H (-23.248, -12.901, 32.135)
H (-22.369, -14.868, 30.272)
H (-20.898, -14.282, 31.076)
C (-29.048, -20.851, 26.544)
C (-28.279, -20.128, 25.400)
C (-27.010, -20.944, 25.169)
C (-25.985, -20.940, 26.217)
N (-25.176, -20.996, 27.057)
H (-30.047, -20.489, 26.787)
H (-28.476, -20.852, 27.472)
H (-29.144, -21.922, 26.367)
H (-28.059, -19.106, 25.706)
H (-28.795, -19.958, 24.455)
H (-26.480, -20.578, 24.290)
H (-27.303, -21.994, 25.140)
C (-16.410, -22.041, 26.752)
C (-17.217, -21.055, 25.980)
C (-16.639, -19.647, 26.106)
C (-16.984, -18.795, 27.264)
N (-17.248, -18.182, 28.174)
H (-16.900, -23.014, 26.781)
H (-16.238, -21.605, 27.736)
H (-15.384, -22.219, 26.429)
H (-18.242, -21.026, 26.352)
H (-17.114, -21.355, 24.937)
H (-17.031, -19.070, 25.268)
H (-15.549, -19.665, 26.138)
C (-27.127, -14.830, 28.864)
C (-26.140, -15.877, 29.327)
C (-24.720, -15.508, 29.242)
C (-24.169, -14.799, 28.077)
N (-23.779, -14.205, 27.112)
H (-28.162, -14.977, 29.174)
H (-27.172, -14.783, 27.776)
H (-26.927, -13.847, 29.292)
H (-26.394, -16.813, 28.830)
H (-26.307, -16.040, 30.392)
H (-24.044, -16.333, 29.467)
H (-24.550, -14.725, 29.981)
C (-23.186, -22.539, 18.026)
C (-24.533, -21.770, 18.134)
C (-25.319, -22.074, 19.463)
C (-24.914, -21.175, 20.565)
N (-24.514, -20.550, 21.460)
H (-23.218, -23.624, 18.122)
H (-22.439, -22.276, 18.776)
H (-22.686, -22.286, 17.091)
H (-25.049, -22.237, 17.294)
H (-24.518, -20.688, 18.001)
H (-25.149, -23.098, 19.797)
H (-26.368, -21.914, 19.217)

Summary:
relative energy (zero: lowest compared OMol25 entry of this formula, charge and spin): 406.6 kJ/mol
molecular weight: 829.3 g/mol
charge: 0



[2]
DFT (wB97M-V/def2-TZVPD) results for a single C5H7NO molecule.

Positions of all 14 atoms, in Å:
O (-0.286, -1.501, 1.739)
C (-0.733, -0.303, 1.117)
C (0.672, 0.330, 1.048)
C (0.827, -0.325, -0.363)
C (0.700, 0.795, -1.386)
N (-0.697, 1.017, -0.887)
C (-0.718, -0.411, -0.380)
H (0.099, -1.249, 2.594)
H (-1.595, 0.152, 1.619)
H (-0.583, 1.626, -0.064)
H (1.563, -1.131, -0.413)
H (1.373, 1.657, -1.318)
H (0.646, 0.447, -2.425)
H (-1.343, -1.082, -0.981)

Summary:
relative energy (zero: lowest compared OMol25 entry of this formula, charge and spin): 627.6 kJ/mol
molecular weight: 97.1 g/mol
charge: 0



[3]
DFT (wB97M-V/def2-TZVPD) results for a single C4H6N4O molecule.

Positions of all 15 atoms, in Å:
C (2.586, 0.066, -0.538)
C (1.164, -0.222, 0.041)
C (-1.616, -1.005, 0.166)
C (-1.261, 1.350, -0.351)
H (3.306, 0.155, 0.308)
H (2.586, 1.000, -1.189)
H (2.888, -0.807, -1.172)
H (-2.528, -1.359, 0.635)
H (-1.773, 2.112, -0.915)
H (1.349, 1.276, 1.353)
N (0.658, -1.374, -0.161)
N (-0.565, -1.675, 0.381)
N (-0.267, 1.682, 0.367)
N (0.647, 0.733, 0.893)
O (-1.796, 0.116, -0.662)

Summary:
relative energy (zero: lowest compared OMol25 entry of this formula, charge and spin): 293.5 kJ/mol
molecular weight: 126.1 g/mol
charge: 0



[4]
DFT (wB97M-V/def2-TZVPD) results for 11 unconnected molecules or ions with the total composition C39H83N5O17.

Positions of all 144 atoms, in Å:
O (-1.840, -2.904, -4.233)
C (-2.539, -2.079, -3.742)
O (-2.890, -0.923, -4.332)
C (-2.348, -0.704, -5.617)
C (-2.585, 0.740, -6.091)
C (-3.051, -2.129, -2.340)
H (-2.862, -1.333, -6.346)
H (-1.292, -0.949, -5.683)
H (-2.174, 0.723, -7.096)
H (-2.009, 1.464, -5.506)
H (-3.638, 0.992, -6.004)
H (-4.145, -2.119, -2.347)
H (-2.715, -1.251, -1.775)
H (-2.689, -2.984, -1.794)
O (5.162, 4.046, 2.189)
C (4.168, 3.836, 1.628)
O (3.648, 4.611, 0.627)
C (4.409, 5.783, 0.370)
C (4.796, 5.690, -1.095)
C (3.298, 2.638, 1.835)
H (5.277, 5.908, 1.020)
H (3.747, 6.644, 0.506)
H (3.903, 5.580, -1.706)
H (5.428, 4.796, -1.147)
H (5.353, 6.557, -1.471)
H (3.133, 2.026, 0.948)
H (2.326, 2.982, 2.194)
H (3.679, 2.072, 2.673)
O (-5.288, 0.507, -1.299)
C (-4.982, 1.594, -1.574)
O (-4.947, 2.630, -0.738)
C (-5.341, 2.294, 0.600)
C (-4.882, 3.384, 1.510)
C (-4.491, 2.105, -2.948)
H (-4.995, 1.333, 0.977)
H (-6.435, 2.201, 0.658)
H (-5.146, 3.105, 2.523)
H (-5.202, 4.359, 1.170)
H (-3.781, 3.417, 1.495)
H (-3.456, 1.765, -3.027)
H (-4.532, 3.194, -2.928)
H (-4.982, 1.592, -3.769)
O (-0.323, -8.388, 0.780)
C (0.577, -8.185, -0.006)
O (1.172, -6.996, -0.134)
C (0.507, -5.917, 0.611)
C (0.795, -4.619, -0.124)
C (1.166, -9.151, -1.005)
H (0.927, -5.881, 1.615)
H (-0.555, -6.138, 0.690)
H (0.371, -3.868, 0.543)
H (0.313, -4.469, -1.090)
H (1.869, -4.512, -0.262)
H (2.187, -8.932, -1.275)
H (0.516, -9.146, -1.888)
H (1.176, -10.146, -0.563)
O (-2.292, -2.228, 1.085)
C (-2.491, -2.636, 2.211)
O (-3.715, -2.947, 2.625)
C (-4.772, -2.830, 1.647)
C (-5.993, -3.405, 2.293)
C (-1.506, -2.903, 3.274)
H (-4.464, -3.356, 0.746)
H (-4.951, -1.791, 1.380)
H (-5.911, -4.475, 2.475)
H (-6.908, -3.342, 1.710)
H (-6.179, -2.813, 3.178)
H (-1.759, -3.770, 3.893)
H (-1.502, -2.039, 3.946)
H (-0.479, -3.016, 2.934)
O (3.905, -0.683, 2.718)
C (4.497, -1.041, 3.686)
O (4.994, -2.243, 3.840)
C (4.901, -3.078, 2.665)
C (3.548, -3.730, 2.713)
C (4.838, -0.255, 4.926)
H (5.681, -3.832, 2.706)
H (4.912, -2.456, 1.787)
H (3.410, -4.493, 1.936)
H (2.767, -2.956, 2.618)
H (3.508, -4.198, 3.698)
H (5.709, -0.619, 5.456)
H (3.961, -0.342, 5.577)
H (4.952, 0.804, 4.694)
C (-2.427, 1.852, 3.472)
C (-1.501, 1.021, 4.333)
O (-1.914, 0.138, 5.019)
N (-0.217, 1.432, 4.377)
C (0.781, 0.669, 5.157)
H (-3.433, 1.565, 3.738)
H (-2.305, 1.665, 2.396)
H (-2.241, 2.918, 3.589)
H (0.143, 2.204, 3.831)
H (0.520, 0.736, 6.214)
H (1.808, 1.014, 4.991)
H (0.583, -0.362, 4.881)
C (-3.026, 5.630, -1.120)
C (-1.601, 5.079, -1.214)
O (-1.119, 4.549, -2.186)
N (-0.924, 5.130, -0.030)
C (0.479, 4.807, -0.007)
H (-3.025, 6.718, -1.076)
H (-3.516, 5.197, -0.259)
H (-3.586, 5.339, -1.999)
H (-1.256, 5.767, 0.680)
H (1.062, 5.680, 0.268)
H (0.748, 4.590, -1.043)
H (0.721, 3.908, 0.557)
C (0.351, 1.848, -3.994)
C (1.856, 2.194, -3.987)
O (2.475, 2.472, -4.978)
N (2.376, 2.180, -2.750)
C (3.787, 2.461, -2.609)
H (0.064, 1.509, -2.999)
H (0.168, 1.031, -4.680)
H (-0.210, 2.733, -4.289)
H (1.883, 1.922, -1.901)
H (4.003, 2.720, -1.576)
H (4.050, 3.280, -3.288)
H (4.428, 1.614, -2.839)
C (1.177, -1.844, -3.367)
C (2.489, -2.313, -2.715)
O (3.174, -3.228, -3.120)
N (2.813, -1.678, -1.583)
C (4.066, -1.937, -0.967)
H (1.513, -1.221, -4.211)
H (0.652, -1.179, -2.668)
H (0.620, -2.670, -3.788)
H (2.361, -0.800, -1.329)
H (4.115, -3.009, -0.834)
H (4.079, -1.488, 0.013)
H (5.020, -1.599, -1.367)
C (0.783, -0.806, 1.266)
C (0.351, 0.220, 0.228)
O (1.150, 0.869, -0.430)
N (-0.975, 0.416, 0.172)
C (-1.582, 1.326, -0.762)
H (1.855, -0.919, 1.283)
H (0.224, -1.712, 1.024)
H (0.469, -0.524, 2.267)
H (-1.551, -0.313, 0.587)
H (-1.815, 0.984, -1.777)
H (-0.966, 2.219, -0.889)
H (-2.453, 1.830, -0.333)

Summary:
relative energy (zero: lowest compared OMol25 entry of this formula, charge and spin): 0.0 kJ/mol
molecular weight: 894.1 g/mol
charge: 0



[5]
DFT (wB97M-V/def2-TZVPD) results for a molecular structure, C33H36BMoN12O.

Positions of all 84 atoms, in Å:
Mo (12.428, 14.129, 8.024)
C (11.527, 15.291, 11.519)
C (11.469, 13.906, 11.026)
C (11.087, 12.826, 11.826)
C (11.236, 11.669, 11.064)
N (11.683, 11.992, 9.830)
N (11.915, 13.389, 9.864)
B (11.506, 11.250, 8.417)
N (10.307, 12.064, 7.848)
C (8.981, 11.934, 7.904)
C (8.426, 13.135, 7.454)
C (9.455, 14.011, 7.119)
C (9.324, 15.455, 6.658)
N (10.626, 13.342, 7.374)
N (12.694, 11.313, 7.449)
C (13.174, 10.369, 6.556)
C (13.866, 10.992, 5.505)
C (13.879, 12.380, 5.796)
C (14.319, 13.497, 4.954)
N (13.233, 12.528, 6.977)
N (11.224, 9.771, 8.695)
C (10.116, 9.042, 8.440)
C (10.399, 7.722, 8.726)
C (11.720, 7.732, 9.212)
C (12.557, 6.539, 9.566)
N (12.239, 8.974, 9.102)
H (12.319, 15.822, 11.031)
H (11.628, 15.290, 12.625)
H (10.617, 15.822, 11.212)
H (10.845, 12.872, 12.891)
H (11.018, 10.645, 11.347)
H (8.512, 11.059, 8.342)
H (7.365, 13.353, 7.340)
H (9.839, 15.714, 5.758)
H (9.545, 16.107, 7.475)
H (8.273, 15.641, 6.515)
H (12.986, 9.303, 6.743)
H (14.275, 10.572, 4.587)
H (15.414, 13.743, 5.048)
H (13.718, 14.409, 5.228)
H (14.040, 13.257, 3.881)
H (9.120, 9.370, 8.133)
H (9.785, 6.868, 8.476)
H (12.517, 6.268, 10.610)
H (13.612, 6.691, 9.272)
H (12.267, 5.598, 9.071)
C (4.806, 20.677, 7.387)
N (6.170, 21.080, 7.776)
N (6.799, 20.174, 8.744)
C (8.114, 19.905, 8.253)
O (8.776, 19.008, 8.724)
C (8.319, 20.895, 7.171)
C (7.126, 21.586, 6.921)
C (6.795, 22.686, 5.982)
C (6.349, 20.279, 10.103)
C (6.547, 19.167, 10.921)
C (5.959, 19.139, 12.180)
C (5.163, 20.164, 12.572)
C (5.007, 21.308, 11.778)
C (5.537, 21.349, 10.517)
H (4.328, 21.542, 6.951)
H (4.174, 20.383, 8.236)
H (4.886, 19.891, 6.631)
H (9.317, 21.025, 6.808)
H (7.669, 23.273, 5.656)
H (6.108, 23.403, 6.458)
H (6.201, 22.237, 5.178)
H (7.194, 18.354, 10.507)
H (6.093, 18.331, 12.852)
H (4.697, 20.163, 13.561)
H (4.413, 22.148, 12.119)
H (5.427, 22.256, 9.886)
N (15.190, 20.525, 9.294)
C (14.623, 19.558, 8.909)
C (13.983, 18.453, 8.344)
C (14.766, 17.430, 7.867)
C (14.190, 16.183, 7.679)
N (12.841, 16.036, 7.817)
C (11.999, 17.091, 8.228)
C (12.575, 18.310, 8.471)
H (15.828, 17.526, 7.680)
H (14.789, 15.311, 7.464)
H (10.925, 16.956, 8.329)
H (11.950, 19.170, 8.648)

Summary:
expectation value of S²: 3.7910
calculated total energy: -57223.967 eV
molecular weight: 723.5 g/mol
charge: +4
spin multiplicity: 4



[6]
DFT (wB97M-V/def2-TZVPD) results for a molecular structure, C26H34BrFInN6O4S.

Positions of all 74 atoms, in Å:
C (-1.075, -0.566, -1.960)
C (-2.273, -0.697, -0.872)
O (-1.911, -1.143, 0.260)
O (-3.613, -0.297, -1.141)
C (-4.406, -1.361, -1.750)
C (-4.091, -2.843, -1.213)
In (-2.749, -3.912, -2.686)
S (-4.059, -5.884, -3.598)
Br (-2.279, -2.360, -4.748)
C (-0.906, -4.678, -1.622)
O (-0.981, -5.839, -1.116)
N (0.398, -3.963, -1.431)
C (1.123, -3.771, -2.672)
O (0.651, -3.882, -3.816)
F (2.529, -3.473, -2.558)
H (-0.760, -1.575, -2.382)
H (-1.283, 0.236, -2.742)
H (-0.174, -0.184, -1.340)
H (-5.506, -1.141, -1.465)
H (-4.387, -1.369, -2.897)
H (-3.740, -2.892, -0.127)
H (-5.099, -3.413, -1.239)
H (-5.021, -5.253, -4.401)
H (0.297, -3.095, -0.884)
N (-3.862, 1.773, 0.784)
C (-3.732, 3.115, 0.551)
C (-4.269, 3.787, 1.623)
C (-4.735, 2.813, 2.539)
C (-4.467, 1.579, 1.995)
H (-3.557, 1.038, 0.159)
H (-3.271, 3.476, -0.356)
H (-4.319, 4.860, 1.735)
H (-5.212, 2.993, 3.492)
H (-4.655, 0.582, 2.365)
N (3.824, -0.563, -5.024)
C (3.968, 0.778, -5.268)
C (3.412, 1.461, -4.214)
C (2.920, 0.498, -3.299)
C (3.191, -0.742, -3.824)
H (4.136, -1.302, -5.633)
H (4.451, 1.128, -6.168)
H (3.366, 2.536, -4.113)
H (2.423, 0.690, -2.359)
H (2.987, -1.734, -3.449)
N (5.053, 1.825, 0.544)
C (4.982, 3.035, 1.182)
C (4.450, 3.946, 0.302)
C (4.187, 3.259, -0.910)
C (4.566, 1.951, -0.729)
H (5.408, 0.974, 0.949)
H (5.315, 3.143, 2.203)
H (4.271, 4.991, 0.507)
H (3.765, 3.675, -1.813)
H (4.533, 1.103, -1.396)
N (-4.475, -5.153, 3.640)
C (-4.105, -3.996, 3.008)
C (-3.041, -4.282, 2.189)
C (-2.761, -5.664, 2.326)
C (-3.663, -6.177, 3.226)
H (-5.226, -5.239, 4.304)
H (-4.629, -3.071, 3.196)
H (-2.521, -3.574, 1.559)
H (-1.985, -6.222, 1.822)
H (-3.797, -7.178, 3.607)
N (3.815, 5.679, 3.925)
C (4.371, 4.596, 4.551)
C (5.325, 5.055, 5.426)
C (5.341, 6.469, 5.329)
C (4.397, 6.825, 4.397)
H (3.090, 5.639, 3.227)
H (4.042, 3.595, 4.318)
H (5.943, 4.442, 6.065)
H (5.973, 7.150, 5.880)
H (4.090, 7.793, 4.030)

Summary:
calculated total energy: -133413.525 eV
molecular weight: 740.4 g/mol
charge: -1



[7]
DFT (wB97M-V/def2-TZVPD) results for a single C7H8 molecule.

Positions of all 15 atoms, in Å:
C (0.971, 1.028, -1.175)
C (0.400, 0.499, 0.146)
C (-0.684, -0.600, 0.072)
C (-2.103, -0.351, -0.160)
C (-3.298, -0.504, -0.095)
C (1.476, -0.109, 0.952)
C (2.299, -0.690, 1.612)
H (1.409, 0.221, -1.773)
H (0.208, 1.539, -1.769)
H (1.774, 1.741, -0.959)
H (-0.020, 1.339, 0.710)
H (-0.347, -1.405, -0.596)
H (-0.771, -0.965, 1.096)
H (-4.343, -0.550, -0.266)
H (3.029, -1.194, 2.206)

Summary:
relative energy (zero: lowest compared OMol25 entry of this formula, charge and spin): 397.2 kJ/mol
molecular weight: 92.1 g/mol
charge: 0